ORCA calculation (ωB97M-V/def2-TZVPD) on 3 unconnected molecules or ions with the total composition C3H10ClN5S at a distorted geometry.

ORCA input file:
```
! wB97M-V def2-TZVPD RIJCOSX def2/J DEFGRID3
* xyz 2 1
C -0.39842 -1.61602 0.36830
C 0.15881 0.76862 -0.07794
C 1.13102 1.07566 1.07366
N -1.29702 -2.36237 -0.22372
N -2.07186 -1.63852 -1.11591
N -0.53870 -0.34876 -0.30434
N -1.48825 -0.39265 -1.22402
N 2.54882 1.26455 0.55437
S 0.80603 -1.83301 1.32731
Cl -1.03151 -0.15635 -2.96803
H -1.72670 1.52813 0.32138
H 0.20880 1.31397 -0.95426
H 1.13057 0.19941 1.74231
H 0.73064 1.94650 1.59512
H -1.48381 -3.27632 0.11431
H -3.07763 -1.75468 -1.06606
H -2.22696 1.33016 -0.40882
H 2.50442 1.72072 -0.32622
H 3.03809 0.43892 0.36331
H 3.08368 1.79205 1.20926
*
```

Its energy relative to the best compared isomer or geometry (same formula, charge and spin) is 517.9 kJ/mol. The calculation puts the orbital gap (alpha / beta) at 0.243 / 0.243 Eh.